# C3H6CsO4

A molecular structure, C3H6CsO4 at a distorted geometry (ωB97M-V/def2-TZVPD, OMol25).

Atoms and positions in Å:
O (1.1599, 1.7319, -2.5933)
C (0.4064, 1.7638, -1.5112)
C (0.8773, 0.4407, -0.4501)
O (0.1397, 0.5111, 0.6608)
H (0.8495, 2.3285, -3.2943)
H (-0.6539, 1.5492, -1.7262)
H (0.5153, 2.6599, -0.8740)
H (1.9494, 0.6274, -0.3183)
H (0.6081, -0.4331, -1.0523)
C (-0.9469, -1.6580, 2.1136)
O (-1.5953, -2.5852, 1.7883)
Cs (-3.7871, -5.8992, 2.8054)
O (-0.1147, -1.2169, 2.8345)
H (0.5922, 0.1798, 1.6170)

Results
net charge = +2
LUMO energy (alpha / beta) = -0.247 / -0.414 Eh
2S+1 = 2
gap between HOMO and LUMO (alpha / beta) = 11.560 / 6.763 eV

***

# C3H6CuLiO5

A molecular structure, C3H6CuLiO5 at a distorted geometry (ωB97M-V/def2-TZVPD, OMol25).

Atoms and positions in Å:
O (0.0150, -1.4044, -3.0946)
C (0.0297, -0.7575, -1.8406)
C (0.6310, -1.7172, -0.8263)
O (0.6745, -1.1606, 0.4687)
H (-0.3251, -0.8058, -3.7640)
H (-0.9909, -0.4832, -1.5211)
H (0.6307, 0.1678, -1.8708)
H (1.6404, -2.0198, -1.1452)
H (0.0102, -2.6227, -0.7688)
Cu (-0.8722, -0.6015, 1.9853)
O (0.9727, 1.5239, 2.0653)
C (-0.1064, 2.1748, 2.2085)
O (-1.2501, 1.5298, 2.1025)
O (-0.1702, 3.3700, 2.6515)
Li (-2.1287, 3.1496, 2.8163)
H (1.2396, -0.3431, 0.5333)

Results
energy above the lowest of the compared OMol25 structures with the same formula, charge and spin = 0.0 kJ/mol
LUMO energy = -0.027 Eh
2S+1 = 1
gap between HOMO and LUMO = 7.073 eV

***

# C3H6CuMgO5

A molecular structure, C3H6CuMgO5 at a distorted geometry (ωB97M-V/def2-TZVPD, OMol25).

Atoms and positions in Å:
H (-0.2642, 2.5516, 0.8711)
C (-0.9115, 1.9323, 0.2156)
C (-0.2034, 0.6095, -0.0481)
O (0.0308, -0.2186, 1.0541)
Mg (-0.7033, 1.9093, -2.7615)
O (-1.1799, 2.5517, -0.9955)
H (-1.8337, 1.7188, 0.7950)
H (0.7499, 0.8541, -0.5627)
H (-0.8585, 0.0468, -0.7462)
C (0.7171, -1.7300, 0.5167)
O (1.2579, -1.7447, -0.6499)
O (1.5253, -2.1462, 1.5758)
H (2.3138, -1.5935, 1.5649)
Cu (0.9361, -0.9808, -2.5116)
O (-0.5032, -2.3435, 0.6309)
H (-1.0733, -1.4171, 1.0514)

Results
net charge = -1
LUMO energy (alpha / beta) = 0.086 / 0.086 Eh
2S+1 = 1
gap between HOMO and LUMO (alpha / beta) = 5.174 / 5.173 eV

***

# C3H6F2N2

2 unconnected molecules or ions with the total composition C3H6F2N2 at a distorted geometry (ωB97M-V/def2-TZVPD, OMol25).

Atoms and positions in Å:
C (0.0847, 0.1815, -0.8494)
C (0.0003, -1.6797, 0.9537)
C (-0.3495, -0.2126, 0.6472)
N (0.4396, 1.4949, -1.0548)
N (1.4556, 0.7504, -1.1031)
F (0.5002, 2.5621, -0.1027)
F (-0.7655, 2.8516, -2.2286)
H (-0.4798, -0.3159, -1.6352)
H (-0.5615, -1.9865, 1.7670)
H (1.0257, -1.7888, 1.2372)
H (-0.1815, -2.4596, 0.1504)
H (0.2566, 0.5608, 1.2984)
H (-1.4246, 0.0415, 0.9198)

Results
energy above the lowest of the compared OMol25 structures with the same formula, charge and spin = 772.2 kJ/mol
LUMO energy (alpha / beta) = -0.089 / -0.072 Eh
2S+1 = 1
gap between HOMO and LUMO (alpha / beta) = 7.793 / 9.658 eV

***

| no. | E_tot (a.u.) |
| --- | --- |
| 1 | -438.3292 |
| 2 | -2142.1490 |
| 3 | -2334.6577 |
| 4 | -426.8555 |